Here is a molecular structure, C48H39N6O2P2S4Ta from OMol25. Energies are from ωB97M-V with the def2-TZVPD basis set.

XYZ file:
```
102
Properties=species:S:1:pos:R:3:forces:R:3:mulliken_charge:R:1
Ta 0.2233 -0.4782 1.1570 -0.241 -0.285 -1.016 0.82
C 1.4220 -0.8591 5.7184 0.022 -0.005 -0.002 -1.26
O 0.7580 -0.2292 4.6269 0.027 0.030 0.079 -0.10
C -0.4915 0.2412 4.8444 -0.131 0.049 -0.022 0.31
C -1.2346 0.0429 6.0003 0.087 -0.027 -0.009 -0.47
C -2.4953 0.6160 6.1174 -0.034 0.001 0.051 -0.88
C -3.0262 1.3936 5.1025 -0.034 0.015 -0.039 -0.97
C -2.2944 1.5859 3.9406 0.062 -0.055 0.036 -0.28
C -1.0480 0.9961 3.8076 -0.079 0.062 0.101 0.37
N -0.3057 1.1689 2.5913 0.030 0.233 0.130 1.38
N -0.2154 2.3743 2.2430 0.007 -0.151 0.014 -1.31
C 0.5004 2.7280 1.1190 0.001 -0.069 0.139 -0.09
C 1.5944 1.9741 0.6996 0.170 0.030 0.016 1.42
O 1.7804 0.7327 1.1724 0.028 0.006 0.020 -0.68
C 2.5817 2.5531 -0.1276 -0.068 0.090 -0.004 -0.79
C 2.3965 3.8148 -0.6113 0.028 -0.119 0.002 -1.01
C 1.2415 4.5786 -0.2988 -0.059 0.060 0.045 0.61
C 1.0469 5.8673 -0.8394 -0.005 0.003 0.011 -0.93
C -0.0582 6.5991 -0.4996 0.032 0.016 -0.031 -0.65
C -1.0018 6.0692 0.3967 -0.025 -0.023 0.026 -0.72
C -0.8370 4.8197 0.9385 -0.018 0.022 -0.004 -0.83
C 0.2898 4.0503 0.5992 0.026 0.065 -0.055 0.73
H 1.4689 -0.1944 6.5818 -0.003 0.010 -0.009 0.54
H 2.4302 -1.0727 5.3722 -0.010 -0.002 0.006 0.19
H 0.9239 -1.7919 5.9945 -0.003 0.008 0.003 0.47
H -0.8295 -0.5332 6.8196 -0.008 0.004 0.003 0.51
H -3.0587 0.4620 7.0282 0.008 -0.004 -0.001 0.47
H -3.9992 1.8515 5.2134 0.004 -0.003 -0.001 0.44
H -2.6806 2.1856 3.1264 0.005 -0.001 -0.010 0.43
H 3.4730 1.9869 -0.3600 -0.004 -0.015 0.000 0.63
H 3.1468 4.2568 -1.2565 0.009 -0.001 0.005 0.47
H 1.7878 6.2664 -1.5213 -0.005 0.008 -0.003 0.47
H -0.2075 7.5885 -0.9103 0.014 -0.002 -0.005 0.45
H -1.8684 6.6589 0.6650 0.001 -0.005 0.003 0.46
H -1.5686 4.4218 1.6281 0.009 -0.012 0.002 0.50
S 0.2246 -2.9114 0.1138 0.094 -0.144 0.094 -0.63
P 0.8672 -1.8436 -1.4845 -0.082 0.155 -0.011 1.17
C 0.3078 -0.2892 -0.9709 -0.181 -0.208 0.090 -0.52
P -1.2626 0.2405 -1.4115 0.062 0.161 -0.136 2.27
S -1.9914 0.5172 0.4699 -0.128 0.241 0.083 -0.98
C -2.3801 -0.8551 -2.2996 0.066 0.054 0.004 0.97
C -3.0249 -1.8914 -1.6255 0.004 -0.005 0.053 -0.59
C -3.8749 -2.7395 -2.3134 -0.012 -0.015 -0.002 -0.81
C -4.0824 -2.5583 -3.6746 0.006 0.021 -0.025 -0.64
C -3.4362 -1.5322 -4.3501 -0.023 -0.046 -0.011 -0.78
C -2.5864 -0.6780 -3.6661 0.048 0.046 -0.034 -0.68
C -1.2550 1.8193 -2.2598 -0.011 -0.068 0.013 0.34
C -0.0601 2.3232 -2.7581 0.049 -0.027 0.029 -0.18
C -0.0490 3.5524 -3.4009 0.013 0.014 -0.032 -0.68
C -1.2236 4.2762 -3.5295 -0.024 0.020 -0.009 -0.55
C -2.4198 3.7740 -3.0262 -0.003 0.004 0.007 -0.86
C -2.4401 2.5432 -2.3963 -0.020 -0.018 0.014 -0.58
C 2.6592 -1.8659 -1.6065 0.005 0.051 0.057 0.53
C 3.3592 -0.6664 -1.6497 -0.043 0.033 -0.094 0.34
C 4.7423 -0.6766 -1.7756 0.002 0.009 -0.005 -0.82
C 5.4179 -1.8858 -1.8476 0.005 -0.016 0.005 -0.64
C 4.7145 -3.0867 -1.8117 0.047 -0.001 -0.008 -0.78
C 3.3355 -3.0807 -1.6998 0.004 -0.016 0.079 -0.61
C 0.2959 -2.4500 -3.0715 0.024 -0.052 0.057 1.22
C 0.7040 -1.7570 -4.2115 0.039 0.022 -0.028 -0.60
C 0.3289 -2.2167 -5.4610 0.003 0.012 -0.018 -0.75
C -0.4371 -3.3716 -5.5725 -0.012 -0.008 -0.008 -0.60
C -0.8353 -4.0623 -4.4377 -0.008 -0.016 -0.027 -0.79
C -0.4721 -3.6016 -3.1805 -0.054 0.014 0.032 -0.26
H -2.8628 -2.0325 -0.5641 0.000 -0.003 0.005 0.14
H -4.3824 -3.5380 -1.7885 0.003 0.001 -0.001 0.47
H -4.7548 -3.2162 -4.2096 0.002 0.003 -0.001 0.44
H -3.6000 -1.3901 -5.4100 -0.003 -0.005 0.003 0.47
H -2.0932 0.1274 -4.1970 -0.002 -0.004 0.020 0.56
H 0.8559 1.7597 -2.6243 -0.008 0.003 -0.004 0.30
H 0.8778 3.9469 -3.7971 -0.002 -0.002 0.003 0.47
H -1.2129 5.2378 -4.0258 0.002 -0.002 0.004 0.43
H -3.3338 4.3432 -3.1283 0.003 0.001 -0.005 0.45
H -3.3729 2.1487 -2.0087 0.005 -0.003 -0.002 0.47
H 2.8042 0.2640 -1.6089 0.032 -0.005 0.022 0.31
H 5.2907 0.2555 -1.8328 0.003 -0.004 -0.001 0.48
H 6.4951 -1.8985 -1.9499 -0.001 0.005 -0.002 0.44
H 5.2452 -4.0266 -1.8838 0.002 0.004 -0.001 0.47
H 2.7898 -4.0175 -1.6832 -0.007 0.009 0.013 0.43
H 1.3235 -0.8699 -4.1264 -0.003 -0.010 0.010 0.30
H 0.6439 -1.6852 -6.3491 -0.002 -0.002 0.002 0.47
H -0.7185 -3.7358 -6.5519 -0.001 -0.003 0.006 0.44
H -1.4279 -4.9629 -4.5287 0.001 0.006 -0.006 0.48
H -0.7903 -4.1324 -2.2914 0.013 0.003 0.007 0.43
N -3.3620 -1.2433 2.5638 -0.010 -0.028 -0.060 0.09
C -2.3005 -1.9357 2.9848 -0.127 -0.022 -0.027 -0.27
N -1.0235 -1.7785 2.6296 -0.139 -0.178 0.130 0.76
C -0.2478 -2.7321 3.3065 -0.051 -0.043 0.198 -0.71
C -0.9054 -3.5528 4.1447 0.026 0.096 -0.047 -0.27
S -2.5845 -3.1994 4.1296 0.067 0.031 -0.038 -0.25
C 1.1841 -2.7177 3.0969 0.087 -0.108 0.086 -0.93
C 2.0819 -3.5947 3.5781 -0.088 0.076 -0.072 -0.13
S 3.6752 -3.1212 3.1306 -0.033 0.036 -0.001 -0.25
C 3.0299 -1.7471 2.3027 -0.009 -0.061 -0.018 0.05
N 1.6993 -1.6612 2.3513 0.514 0.011 0.139 0.96
N 3.8590 -0.9061 1.6892 -0.061 0.011 -0.018 -0.06
H -3.3134 -0.6530 1.7490 0.052 0.019 -0.004 -0.09
H -4.2741 -1.4900 2.9076 0.000 0.002 0.030 0.26
H -0.4987 -4.3300 4.7685 0.000 0.003 0.007 0.49
H 1.9055 -4.4799 4.1644 0.003 -0.003 -0.004 0.50
H 4.8448 -1.0958 1.6583 0.006 -0.002 -0.021 0.24
H 3.4827 -0.0906 1.2333 0.009 0.023 -0.003 -0.04
```
Positions in Å, forces in eV/Å.

Output
Relative energy (zero: lowest compared OMol25 entry of this formula, charge and spin): 0.638 eV
Net charge: +2
E_LUMO: -5.8 eV
Frontier orbital gap: 6.96 eV